Record 1
{
  "formula": "H24O12",
  "method": "the ωB97M-V functional and the def2-TZVPD basis",
  "species": ["O", "O", "O", "O", "O", "O", "O", "O", "O", "O", "O", "O", "H", "H", "H", "H", "H", "H", "H", "H", "H", "H", "H", "H", "H", "H", "H", "H", "H", "H", "H", "H", "H", "H", "H", "H"],
  "xyz": [[4.664, -0.537, 15.210], [4.975, 3.879, 16.633], [4.548, -0.010, 18.548], [5.091, 1.159, 16.263], [6.956, -1.049, 18.884], [2.545, 1.138, 17.851], [0.739, -0.095, 15.764], [0.770, -0.181, 19.007], [0.366, 1.928, 21.295], [-0.687, 0.719, 17.090], [1.264, 3.441, 17.407], [0.437, -1.641, 16.937], [0.830, -0.168, 14.819], [0.473, 3.149, 17.962], [4.053, -1.034, 15.758], [0.643, -0.909, 19.644], [3.583, 0.843, 17.865], [6.032, -0.441, 18.773], [1.468, 0.334, 16.107], [4.659, 2.973, 16.705], [6.987, -1.209, 17.969], [5.984, 1.091, 16.618], [1.106, 2.253, 21.910], [1.728, 2.653, 17.420], [2.194, 0.588, 18.442], [0.646, -2.508, 16.467], [4.554, -0.119, 19.571], [0.922, -0.910, 16.383], [0.554, 0.992, 20.919], [4.441, 4.203, 15.882], [4.286, -0.750, 18.264], [0.483, -0.724, 18.154], [4.470, -0.757, 14.259], [0.290, 0.524, 16.717], [-1.244, -0.052, 17.458], [4.772, 0.262, 15.917]],
  "lowdin_charge": [0.126, -0.082, 0.039, -0.104, -0.122, -0.074, 0.157, -0.136, -0.130, -0.150, -0.072, -0.135, 0.186, 0.074, 0.106, 0.068, 0.061, 0.063, 0.084, -0.026, -0.031, 0.057, 0.067, -0.093, -0.091, 0.101, 0.199, -0.200, 0.042, 0.043, -0.034, 0.024, 0.166, -0.042, 0.088, -0.230],
  "energy_ha": -916.84627,
  "molar_mass_g_mol": 216.2
}

Record 2
{
  "formula": "H24O12",
  "method": "the ωB97M-V functional and the def2-TZVPD basis",
  "species": ["O", "O", "O", "O", "O", "O", "O", "O", "O", "O", "O", "O", "H", "H", "H", "H", "H", "H", "H", "H", "H", "H", "H", "H", "H", "H", "H", "H", "H", "H", "H", "H", "H", "H", "H", "H"],
  "xyz": [[9.304, 48.512, 3.460], [3.679, 53.342, 0.302], [4.634, 47.556, -1.041], [5.729, 45.295, 2.519], [1.310, 52.772, 6.182], [1.594, 46.029, 1.389], [3.388, 48.300, 8.372], [0.568, 47.996, 5.216], [6.225, 51.071, 7.685], [8.614, 53.210, 2.002], [6.054, 54.783, 5.394], [5.070, 49.486, 3.718], [4.270, 52.840, 0.863], [1.261, 45.199, 1.730], [1.091, 53.681, 5.976], [0.557, 48.924, 4.980], [5.658, 44.683, 3.252], [2.804, 53.033, 0.537], [5.038, 48.569, 3.447], [5.661, 49.495, 4.470], [2.094, 52.591, 5.664], [6.293, 54.186, 4.685], [0.826, 46.599, 1.353], [5.332, 47.558, -0.385], [9.831, 47.985, 4.061], [9.522, 53.326, 1.722], [2.832, 48.453, 7.608], [7.030, 51.478, 8.002], [8.641, 47.907, 3.129], [5.685, 51.804, 7.389], [5.698, 55.552, 4.950], [4.870, 45.266, 2.098], [4.186, 48.797, 8.191], [-0.355, 47.765, 5.325], [3.841, 47.351, -0.546], [8.618, 52.388, 2.493]],
  "lowdin_charge": [-0.054, -0.053, -0.048, -0.053, -0.054, -0.053, -0.051, -0.051, -0.051, -0.054, -0.055, -0.054, 0.026, 0.030, 0.030, 0.028, 0.032, 0.026, 0.022, 0.026, 0.024, 0.024, 0.031, 0.025, 0.029, 0.030, 0.020, 0.033, 0.025, 0.027, 0.031, 0.023, 0.016, 0.029, 0.017, 0.026],
  "smiles": "O.O.O.O.O.O.O.O.O.O.O.O",
  "energy_ha": -917.22467,
  "molar_mass_g_mol": 216.2
}

Record 3
{
  "formula": "H24O12",
  "method": "the ωB97M-V functional and the def2-TZVPD basis",
  "species": ["O", "O", "O", "O", "O", "O", "O", "O", "O", "O", "O", "O", "H", "H", "H", "H", "H", "H", "H", "H", "H", "H", "H", "H", "H", "H", "H", "H", "H", "H", "H", "H", "H", "H", "H", "H"],
  "xyz": [[-2.148, 0.283, 2.824], [-0.208, 2.537, 2.352], [2.511, 3.068, -1.086], [2.028, -3.349, 1.557], [-3.585, -0.206, -1.064], [-0.943, 4.239, -0.532], [-1.172, 1.175, -5.031], [-0.842, -4.419, 3.737], [0.335, 0.069, -2.726], [2.374, -2.699, -1.943], [1.867, -0.824, 2.082], [-0.229, 0.078, -0.318], [-1.140, 1.320, -4.079], [-1.811, 4.446, -0.898], [-0.650, 0.945, -0.296], [1.489, -3.558, 2.328], [-3.182, -1.032, -1.356], [-0.103, -0.496, -2.080], [3.326, -2.776, -1.813], [1.266, -0.075, 2.164], [0.278, 1.876, 1.847], [-0.250, 1.037, -5.278], [-1.257, 0.612, 2.985], [2.391, -0.620, 1.299], [-1.163, -3.526, 3.568], [1.014, -0.497, -3.111], [2.479, 3.854, -1.644], [0.286, 3.352, 2.209], [-0.548, 5.102, -0.364], [0.064, -4.289, 4.040], [-4.511, -0.434, -0.922], [-0.661, -0.411, 0.391], [1.593, 2.923, -0.832], [1.549, -3.745, 0.821], [-2.363, -0.213, 3.621], [2.006, -3.411, -1.408]],
  "lowdin_charge": [-0.052, -0.043, -0.059, -0.056, -0.059, -0.055, -0.078, -0.052, -0.072, -0.045, -0.059, -0.054, 0.007, 0.043, 0.056, 0.016, 0.032, 0.007, 0.044, 0.003, 0.008, 0.025, 0.000, 0.048, 0.032, 0.035, 0.035, 0.048, 0.037, 0.029, 0.035, 0.048, 0.009, 0.028, 0.037, 0.022],
  "smiles": "O.O.O.O.O.O.O.O.O.O.O.O",
  "energy_ha": -917.21573,
  "molar_mass_g_mol": 216.2
}

Record 4
{
  "formula": "H24O12",
  "method": "the ωB97M-V functional and the def2-TZVPD basis",
  "species": ["O", "O", "O", "O", "O", "O", "O", "O", "O", "O", "O", "O", "H", "H", "H", "H", "H", "H", "H", "H", "H", "H", "H", "H", "H", "H", "H", "H", "H", "H", "H", "H", "H", "H", "H", "H"],
  "xyz": [[0.734, -3.784, 3.000], [2.776, -1.869, 0.681], [0.040, -0.145, 0.542], [-3.570, -1.500, -0.308], [-4.712, 0.464, -1.663], [-0.703, -1.133, -2.443], [-0.308, 4.153, 2.681], [5.031, 2.399, -0.158], [-2.194, 2.886, 0.797], [4.315, -0.257, -2.891], [-0.606, 1.609, -1.655], [-0.861, -1.760, 0.156], [4.209, -0.928, -2.224], [-1.387, -2.133, -0.533], [0.252, 3.569, 2.211], [0.532, -4.657, 3.433], [0.048, -1.979, -0.031], [-5.403, 0.562, -0.898], [0.323, 1.972, -1.430], [-4.124, -1.283, 0.435], [-2.448, 2.058, 0.284], [-1.344, 2.612, 1.159], [-0.529, 3.602, 3.519], [-3.748, -2.446, -0.385], [-3.804, 0.672, -1.328], [2.530, -1.323, 1.458], [1.934, -2.257, 0.415], [4.509, 2.351, 0.672], [0.002, -1.735, -2.411], [-0.127, -0.324, -2.400], [0.799, 0.149, 0.187], [5.158, 1.492, -0.470], [3.445, 0.202, -2.619], [-0.690, -0.071, -0.098], [-1.307, 2.202, -1.388], [1.228, -3.373, 3.703]],
  "lowdin_charge": [-0.069, -0.058, -0.079, -0.041, -0.121, -0.035, -0.066, -0.074, -0.070, -0.075, -0.072, -0.111, 0.005, 0.013, -0.010, 0.062, 0.029, 0.092, 0.111, 0.038, 0.047, 0.001, 0.103, 0.059, 0.020, 0.055, 0.012, 0.043, 0.007, 0.042, -0.038, 0.023, 0.072, 0.044, 0.023, 0.016],
  "smiles": "O.O.O.O.O.O.O.O.O.O.O.O",
  "energy_ha": -917.08919,
  "molar_mass_g_mol": 216.2
}

Record 5
{
  "formula": "H24O12",
  "method": "the ωB97M-V functional and the def2-TZVPD basis",
  "species": ["O", "O", "O", "O", "O", "O", "O", "O", "O", "O", "O", "O", "H", "H", "H", "H", "H", "H", "H", "H", "H", "H", "H", "H", "H", "H", "H", "H", "H", "H", "H", "H", "H", "H", "H", "H"],
  "xyz": [[-0.063, -0.329, -0.029], [-0.243, 2.235, 2.266], [-2.904, -0.593, -1.038], [2.156, 1.730, 0.800], [0.373, -4.402, -0.225], [-2.115, 0.002, 1.837], [2.784, -0.634, -0.805], [1.530, -0.748, 2.326], [-1.957, 2.370, 0.278], [0.452, -2.336, -2.221], [0.311, 1.939, -1.447], [1.177, -0.192, -3.422], [2.977, 0.169, -1.274], [-2.665, -0.512, -0.109], [2.082, -0.400, -0.210], [-3.624, -0.024, -1.196], [-2.318, -0.573, 2.573], [0.407, -4.194, 0.711], [2.206, 2.648, 0.424], [-1.401, 3.018, -0.124], [1.255, -2.815, -2.420], [0.134, 1.231, -0.818], [1.452, 1.696, 1.475], [-0.814, -0.240, 0.536], [-2.785, 0.654, 1.877], [1.060, 0.570, -2.886], [0.899, -0.442, 1.686], [-2.651, 2.922, 0.617], [0.885, -0.936, -2.844], [-0.272, -3.018, -2.187], [-0.167, -1.085, -0.582], [0.956, -3.731, -0.554], [-0.499, 2.226, 3.207], [1.138, 2.328, -1.135], [-0.933, 1.797, 1.769], [1.176, -0.334, 3.145]],
  "lowdin_charge": [-0.025, -0.060, -0.022, -0.077, -0.042, -0.016, -0.042, -0.049, -0.028, -0.052, -0.056, -0.079, 0.025, -0.012, -0.035, 0.012, 0.088, 0.041, 0.071, 0.043, 0.076, -0.016, 0.001, -0.008, 0.047, -0.038, -0.043, 0.057, -0.033, 0.109, 0.040, -0.002, 0.072, 0.027, -0.027, 0.054],
  "smiles": "O.O.O.O.O.O.O.O.O.O.O.O",
  "energy_ha": -917.24828,
  "molar_mass_g_mol": 216.2
}

Record 6
{
  "formula": "H24O12",
  "method": "the ωB97M-V functional and the def2-TZVPD basis",
  "species": ["O", "O", "O", "O", "O", "O", "O", "O", "O", "O", "O", "O", "H", "H", "H", "H", "H", "H", "H", "H", "H", "H", "H", "H", "H", "H", "H", "H", "H", "H", "H", "H", "H", "H", "H", "H"],
  "xyz": [[-0.227, -3.810, 1.044], [-1.116, -1.159, -0.506], [0.616, 2.818, 3.136], [0.145, 3.288, -3.270], [-3.197, 2.323, -1.101], [1.012, -2.499, 3.595], [0.959, -3.096, -2.507], [-1.763, 2.206, 1.512], [0.630, 0.109, 1.152], [2.829, 1.124, -3.420], [-2.432, -4.008, -1.385], [2.560, 3.015, -0.314], [0.028, 4.197, -2.981], [-0.150, 0.183, 1.706], [-1.614, -3.841, -0.895], [-1.097, -1.018, 0.440], [3.017, 2.488, 0.343], [-1.919, 2.179, 0.555], [3.472, 0.429, -3.256], [-3.961, 2.889, -0.943], [1.077, 3.079, -3.143], [0.395, -3.410, 1.657], [1.148, -3.414, 3.860], [1.490, -1.948, 4.219], [1.201, 0.718, 1.640], [1.295, -3.764, -3.111], [1.612, 2.946, -0.171], [-3.522, 1.504, -0.702], [-2.059, -1.108, -0.693], [-0.163, -4.762, 0.971], [0.117, 3.387, 2.543], [-2.697, -3.099, -1.555], [0.287, 2.926, 4.030], [1.195, -3.434, -1.636], [-1.556, 1.307, 1.761], [2.385, 1.256, -2.575]],
  "lowdin_charge": [-0.042, -0.035, -0.058, -0.052, -0.045, -0.050, -0.053, -0.047, -0.045, -0.056, -0.063, -0.047, 0.031, 0.003, -0.005, 0.003, 0.033, 0.014, 0.034, 0.052, 0.010, 0.005, 0.042, 0.043, 0.033, 0.030, 0.028, 0.041, 0.032, 0.043, 0.026, 0.014, 0.039, 0.021, 0.004, 0.017],
  "smiles": "O.O.O.O.O.O.O.O.O.O.O.O",
  "energy_ha": -917.21611,
  "molar_mass_g_mol": 216.2
}